No. 1
{"formula": "C34H29Cl5N5O2S3TeV", "method": "wB97M-V/def2-TZVPD", "elements": ["V", "S", "C", "N", "C", "C", "N", "C", "C", "C", "C", "C", "C", "C", "C", "S", "C", "C", "C", "C", "C", "C", "C", "H", "H", "H", "H", "H", "H", "H", "H", "H", "H", "H", "H", "H", "H", "H", "H", "H", "H", "Cl", "C", "C", "C", "Cl", "C", "Cl", "C", "Cl", "C", "Cl", "O", "C", "N", "Te", "C", "C", "C", "C", "S", "H", "H", "H", "N", "C", "N", "C", "C", "O", "C", "C", "H", "H", "H", "H", "H", "H", "H", "H"], "positions_angstrom": [[1.02723, 1.49586, -0.07882], [-1.20761, 0.20973, 0.52247], [-1.32849, -0.55464, -0.99502], [-2.56981, -0.76184, -1.58453], [-2.62178, -1.68147, -2.69986], [-1.47089, -1.39428, -3.63862], [-0.23008, -1.53985, -2.90591], [0.94490, -1.84218, -3.70602], [0.88250, -3.27397, -4.18032], [0.65751, -3.59176, -5.51402], [0.52315, -4.91597, -5.91208], [0.60517, -5.93280, -4.97474], [0.83778, -5.62413, -3.64013], [0.96981, -4.30319, -3.24603], [-0.15273, -0.95130, -1.66227], [1.37270, -0.77814, -0.87897], [-3.79645, -0.64101, -0.81543], [-4.34494, -1.97484, -0.36946], [-3.63021, -2.76287, 0.52978], [-4.12086, -3.99647, 0.92762], [-5.33280, -4.45973, 0.43202], [-6.05219, -3.68183, -0.46190], [-5.55592, -2.44860, -0.86117], [-3.57501, -1.54718, -3.21628], [-2.55806, -2.72550, -2.36051], [-1.55561, -0.38481, -4.05528], [-1.47353, -2.11671, -4.45681], [1.81966, -1.68559, -3.07953], [1.00296, -1.15370, -4.55789], [0.59075, -2.79651, -6.24785], [0.34719, -5.15066, -6.95458], [0.49124, -6.96465, -5.28254], [0.91352, -6.41703, -2.90665], [1.14445, -4.05180, -2.20598], [-4.53889, -0.11580, -1.42472], [-3.56467, -0.02346, 0.05073], [-2.68673, -2.39793, 0.91997], [-3.55909, -4.59956, 1.62996], [-5.71463, -5.42482, 0.74092], [-6.99836, -4.03669, -0.85173], [-6.11932, -1.84233, -1.56171], [3.82751, -0.18481, 0.88717], [4.08407, 1.29927, 0.02585], [2.98510, 2.11816, -0.30546], [3.35728, 3.34328, -0.89391], [2.14814, 4.52007, -1.24211], [4.67092, 3.68264, -1.21321], [5.04033, 5.19321, -1.95823], [5.70467, 2.80446, -0.91908], [7.33222, 3.19621, -1.32097], [5.40739, 1.61266, -0.27456], [6.69270, 0.54230, 0.15604], [-0.60826, 1.91955, -3.91811], [-0.02244, 1.92290, -2.88136], [0.58368, 1.89975, -1.85992], [-0.89672, 3.49651, 0.32707], [-0.96671, 4.88940, 1.90409], [-1.98122, 5.76743, 2.17003], [-1.72745, 6.64191, 3.25997], [-0.51494, 6.43056, 3.83403], [0.33318, 5.17284, 3.01172], [-2.88988, 5.78203, 1.58491], [-2.42428, 7.39727, 3.59649], [-0.06248, 6.93168, 4.67458], [1.39300, 1.41302, 1.74760], [1.63029, 1.40628, 2.87843], [1.80292, 1.36081, 4.18138], [3.11484, 1.66782, 4.74893], [3.18877, 1.04595, 6.13702], [2.13006, 1.48286, 6.96660], [0.87144, 1.13800, 6.41092], [0.68481, 1.77039, 5.04224], [3.24747, 2.75314, 4.82626], [3.89501, 1.25548, 4.10960], [4.11258, 1.34631, 6.62957], [3.16230, -0.04832, 6.04492], [0.11547, 1.51908, 7.09573], [0.78409, 0.04552, 6.33578], [0.67375, 2.85550, 5.14635], [-0.25144, 1.44897, 4.58751]], "lowdin_charge": [0.159, 0.579, -0.677, -0.111, -0.132, -0.123, -0.106, -0.142, -0.210, -0.055, -0.096, -0.106, -0.086, -0.027, -0.654, 0.644, -0.152, -0.213, -0.029, -0.084, -0.106, -0.096, -0.052, 0.130, 0.136, 0.122, 0.123, 0.067, 0.134, 0.111, 0.097, 0.095, 0.099, 0.118, 0.126, 0.069, 0.100, 0.100, 0.094, 0.096, 0.108, 0.637, -0.676, -0.267, -0.680, 0.654, -0.714, 0.652, -0.725, 0.650, -0.718, 0.641, 0.051, -0.481, -0.108, 0.848, -1.022, -0.292, -0.232, -0.460, 0.873, 0.085, 0.090, 0.045, 0.011, -0.170, -0.064, -0.104, -0.191, -0.130, -0.185, -0.104, 0.137, 0.132, 0.127, 0.129, 0.129, 0.129, 0.111, 0.144], "homo_lumo_gap_ev": [5.52, 5.45], "total_charge": -1, "s_squared": 3.778, "spin_multiplicity": 4, "e_homo_ha": [-0.123, -0.131]}

---

No. 2
{"formula": "C5H13NO2", "method": "wB97M-V/def2-TZVPD", "elements": ["C", "N", "C", "O", "O", "H", "H", "H", "H", "H", "C", "C", "C", "H", "H", "H", "H", "H", "H", "H", "H"], "positions_angstrom": [[-0.69883, -0.53658, 2.16715], [-0.80598, 0.61883, 1.29377], [-1.44379, 0.50396, 0.16529], [-2.07792, 1.62851, -0.28472], [-2.06818, -0.64821, -0.28512], [-1.67305, -0.81948, 2.57720], [-0.04945, -0.26308, 2.99753], [-0.27458, -1.41025, 1.66102], [-2.41208, 1.44873, -1.17404], [-2.54784, -1.08729, 0.42903], [1.22829, -0.98725, -1.66758], [1.05319, 0.44701, -1.19178], [1.68058, 0.79900, 0.09233], [0.58262, -1.20556, -2.51631], [0.96471, -1.68753, -0.87379], [2.26610, -1.17512, -1.95266], [1.24503, 1.16735, -1.98601], [-0.14340, 0.53073, -0.92310], [2.37493, 0.05535, 0.47830], [2.09520, 1.80272, 0.13195], [0.70445, 0.81815, 0.86157]], "lowdin_charge": [-0.110, -0.020, -0.569, 0.086, 0.058, 0.083, 0.080, 0.082, 0.116, 0.109, -0.111, -0.314, -0.126, 0.069, 0.068, 0.073, 0.107, 0.099, 0.071, 0.069, 0.080], "homo_lumo_gap_ev": 9.56, "smiles": "CN=C(O)O.CCC", "spin_multiplicity": 1, "e_homo_ha": -0.333}

---

No. 3
{"formula": "C4H5OPS", "method": "wB97M-V/def2-TZVPD", "elements": ["C", "C", "C", "C", "O", "P", "S", "H", "H", "H", "H", "H"], "positions_angstrom": [[0.78449, -1.11049, 0.50796], [1.01785, -0.55348, -0.82486], [0.67436, -0.07210, 1.35821], [1.28179, 0.80067, -0.84151], [-2.80167, 0.84962, 0.00294], [-3.23113, -0.63274, -0.53672], [0.96116, 1.45734, 0.71211], [0.23555, -1.99529, 0.72199], [1.43694, -1.08545, -1.67273], [0.19463, -0.00342, 2.34692], [-1.87532, 0.93629, -0.12831], [1.32134, 1.40906, -1.64598]], "lowdin_charge": [-0.175, -0.189, -0.486, -0.407, -0.563, 0.636, 0.966, 0.089, 0.097, 0.077, -0.068, 0.024], "homo_lumo_gap_ev": [7.15, 7.15], "spin_multiplicity": 1, "e_homo_ha": [-0.286, -0.286]}

---

No. 4
{"formula": "C8H15O5Zn", "method": "wB97M-V/def2-TZVPD", "elements": ["C", "O", "C", "C", "O", "C", "C", "O", "H", "H", "H", "H", "H", "H", "H", "H", "O", "C", "C", "O", "C", "Zn", "H", "H", "H", "H", "H", "H", "H"], "positions_angstrom": [[-2.91523, -1.15046, -1.33551], [-2.98943, -0.46682, -0.30933], [-2.49460, -0.94871, 0.98622], [-1.88943, 0.21307, 1.72651], [-0.66901, 0.64728, 1.11372], [-0.68128, 1.93357, 0.47694], [0.14015, 1.92252, -0.79631], [0.42978, 2.94574, -1.35639], [-2.43776, -2.14078, -1.32323], [-3.23396, -0.67106, -2.26699], [-1.78244, -1.76186, 0.79900], [-3.37894, -1.31705, 1.51871], [-2.58714, 1.05606, 1.78789], [-1.67224, -0.12440, 2.74825], [-0.30452, 2.69307, 1.17374], [-1.71042, 2.19159, 0.19180], [2.10587, 1.22918, 0.73188], [3.00974, 0.72728, -0.19641], [3.10568, -0.79492, -0.12042], [1.76619, -1.33947, 0.03328], [1.03667, -1.53068, -1.12143], [1.05124, -0.10086, 1.39906], [4.03183, 1.12807, -0.06591], [2.69012, 0.99553, -1.22501], [3.65085, -1.11039, 0.77925], [3.57025, -1.24747, -1.00560], [0.32215, -2.33882, -0.96073], [1.42119, -1.49556, -2.14005], [0.41469, 0.85634, -1.24293]], "lowdin_charge": [0.249, 0.075, -0.032, -0.105, -0.247, -0.094, -0.257, 0.134, 0.155, 0.167, 0.144, 0.175, 0.164, 0.162, 0.167, 0.154, -0.284, -0.287, -0.123, -0.256, 0.020, 1.034, 0.149, 0.127, 0.146, 0.151, 0.073, 0.109, 0.131], "homo_lumo_gap_ev": [5.99, 6.63], "total_charge": 2, "s_squared": 0.753, "spin_multiplicity": 2, "e_homo_ha": [-0.577, -0.602]}